Entry 1:
# C30H85MgN8O12

A structure of composition C30H85MgN8O12 in a non-equilibrium geometry (ωB97M-V with the def2-TZVPD basis set, OMol25).

Its HOMO-LUMO gap (spin up / spin down) is 2.94 / 8.44 eV. The LUMO energy (spin up / spin down) comes out at 0.0 / -0.1 eV.

ORCA input file:
```
! RIJCOSX wB97M-V def2-TZVPD def2/J DEFGRID3
* xyz 0 2
Mg 6.225 7.315 -22.239
O 2.248 12.719 -23.100
O 4.694 8.500 -22.217
O 7.421 8.915 -22.617
O 10.755 8.967 -23.775
O 10.522 16.027 -24.566
O 8.761 10.484 -22.330
O 7.260 10.701 -23.789
O 4.848 5.786 -22.148
O 5.425 13.061 -19.206
O 11.759 12.507 -18.919
O 5.353 10.235 -29.518
O 8.619 7.542 -18.690
N 6.199 6.972 -24.233
N 5.493 13.904 -24.580
N 7.808 10.026 -22.927
N 8.174 13.584 -23.251
N 9.038 12.776 -20.361
N 6.149 7.455 -20.312
N 13.064 10.180 -21.558
N 6.472 9.019 -26.263
C 4.170 13.049 -19.887
C 9.477 8.583 -18.879
C 9.369 13.981 -23.980
C 5.840 9.636 -19.558
C 12.003 11.262 -19.620
C 10.732 7.860 -22.861
C 12.842 11.457 -20.949
C 0.988 12.206 -23.538
C 5.566 9.196 -27.297
C 4.883 5.135 -23.440
C 6.148 10.227 -28.319
C 5.138 8.315 -19.811
C 7.908 12.800 -19.452
C 4.194 9.546 -23.069
C 4.038 8.439 -20.931
C 9.068 13.707 -25.470
C 11.574 12.273 -17.518
C 10.600 17.435 -24.463
C 4.427 4.994 -21.079
C 4.216 15.196 -23.045
C 8.310 13.831 -18.417
C 4.861 5.609 -25.884
C 3.151 13.160 -24.173
C 9.636 15.463 -23.654
C 4.410 13.781 -23.625
C 6.529 13.184 -20.137
C 12.208 12.276 -22.065
C 4.232 9.727 -26.721
C 4.918 6.272 -24.458
C 5.833 11.177 -30.472
H 3.965 4.992 -25.935
H 9.141 6.769 -18.918
H 6.197 7.629 -25.001
H 4.035 5.542 -20.222
H 8.132 12.580 -23.350
H 5.354 4.632 -20.634
H 5.961 6.721 -19.644
H 6.438 12.662 -21.089
H 13.758 11.998 -20.709
H 4.007 6.866 -24.387
H 8.731 16.068 -23.713
H 9.781 7.743 -22.341
H 10.113 13.300 -23.567
H 3.962 4.592 -23.653
H 10.731 11.628 -17.269
H 6.063 10.198 -20.466
H 3.181 9.276 -23.367
H 3.825 8.989 -26.030
H 1.060 11.429 -24.299
H 3.754 15.909 -23.728
H 9.407 9.369 -18.128
H 4.335 10.686 -26.213
H 6.336 14.186 -24.100
H 10.023 15.550 -22.639
H 13.020 12.516 -22.752
H 8.298 14.363 -25.876
H 4.654 7.903 -18.925
H 6.767 10.818 -30.904
H 8.475 13.534 -22.288
H 12.204 9.830 -21.957
H 10.022 13.818 -25.985
H 12.510 11.948 -17.063
H 10.778 17.784 -23.446
H 2.651 13.969 -24.705
H 7.151 9.874 -28.560
H 8.748 12.676 -25.620
H 4.852 6.361 -26.674
H 9.352 9.010 -19.874
H 3.229 12.347 -24.896
H 3.363 12.865 -19.178
H 4.674 9.584 -24.047
H 5.717 4.446 -23.566
H 10.506 8.225 -18.843
H 3.491 15.195 -22.232
H 5.643 4.875 -26.079
H 7.576 13.902 -17.614
H 5.154 15.658 -22.736
H 5.442 8.210 -27.747
H 3.508 9.820 -27.530
H 10.977 6.922 -23.360
H 11.045 10.781 -19.816
H 13.677 10.300 -22.352
H 3.650 4.246 -21.235
H 5.955 12.206 -30.133
H 5.756 12.964 -24.840
H 12.539 10.591 -18.949
H 11.403 11.783 -22.609
H 0.271 12.979 -23.818
H 3.252 7.685 -20.894
H 9.895 13.049 -19.901
H 4.255 10.531 -22.606
H 6.841 9.873 -25.872
H 11.452 17.879 -24.977
H 6.998 7.751 -19.851
H 9.258 11.924 -20.857
H 5.178 10.333 -19.044
H 11.367 13.256 -17.095
H 7.725 11.842 -18.965
H 4.216 12.244 -20.621
H 9.692 17.864 -24.888
H 6.951 6.368 -24.532
H 11.508 7.964 -22.103
H 3.490 9.347 -20.679
H 10.281 9.677 -23.335
H 6.528 14.235 -20.428
H 9.301 13.570 -18.046
H 8.265 14.846 -18.814
H 6.336 11.242 -27.967
H 3.926 13.996 -20.368
H 4.761 13.119 -22.833
H 5.140 11.195 -31.313
H 6.715 9.688 -18.910
H 0.598 11.783 -22.613
H 11.811 13.196 -21.634
H 7.212 8.406 -26.575
*
```

Entry 2:
# C30H85N3O29P8

A cluster of 8 separate species, C30H85N3O29P8 in total in a non-equilibrium geometry (ωB97M-V with the def2-TZVPD basis set, OMol25).

As for the SMILES: [H]/N=C(\N)NCCCCPOCCCC.COP(=O)(OC)OC.COP(=O)(OC)OC.COP(=O)(OC)OC.COP(=O)(OC)OC.COP(=O)(OC)OC.COP(=O)(OC)OC.COP(=O)(OC)OC. Its HOMO-LUMO gap is 5.39 eV. The LUMO energy comes out at -2.5 eV. As for the energy above the lowest of the compared OMol25 structures with the same formula, charge and spin: 0.00 kJ/mol.

ORCA input file:
```
! RIJCOSX wB97M-V def2-TZVPD def2/J DEFGRID3
* xyz 0 1
P -6.398 0.288 -7.580
P -2.107 -7.042 7.048
P 7.648 0.853 -1.520
P 9.097 4.519 3.444
P 0.954 2.864 -2.349
P -3.980 -1.332 -2.642
P 2.950 -2.885 2.718
P -3.420 6.882 0.099
O -6.873 0.972 -9.025
O -4.876 0.824 -7.752
O -1.019 -7.589 7.914
O 7.273 0.718 0.131
O -2.307 -1.150 -2.754
O 3.502 -1.625 3.588
O -3.416 -7.949 7.542
O 9.652 5.607 4.605
O -4.785 6.321 -0.711
O 1.729 -3.109 3.875
O -1.995 7.575 0.706
O 1.939 -2.493 1.671
O 7.296 2.315 -1.525
O 1.173 4.241 -2.889
O -4.296 8.053 0.810
O 7.965 0.719 -3.164
O -7.201 1.076 -6.596
O 4.299 -2.775 1.712
O -5.880 -0.906 -6.514
O -2.771 -5.669 7.604
O 0.082 2.816 -0.982
O 10.447 3.628 3.608
O 9.124 5.459 2.285
O -3.230 5.666 0.965
O 2.377 2.595 -1.521
O 9.214 0.576 -1.177
O -1.119 -6.166 6.006
O -0.413 2.496 -3.256
O 8.252 3.228 2.819
N -9.811 -4.374 -2.308
N -8.178 -4.200 -0.606
N -7.960 -5.801 -2.321
C -8.587 -4.849 -1.786
C -6.730 -3.965 -0.521
C 10.199 1.489 -1.642
C -1.620 -1.894 -1.743
C 4.260 -2.247 0.398
C 0.228 3.859 -0.029
C 11.127 3.190 2.443
C -1.737 -5.577 4.844
C -0.990 -4.114 -0.673
C -2.919 -5.489 9.004
C -1.514 8.775 0.069
C 0.213 -4.748 -1.475
C -4.619 2.219 -7.673
C -5.186 -2.019 -7.120
C -6.466 -2.440 -0.639
C -4.531 -0.864 -0.924
C -5.365 7.694 1.671
C -3.377 -8.819 8.662
C -7.680 2.135 -9.103
C -1.869 -3.406 -1.760
C -5.034 -2.084 -0.116
C 7.903 3.116 1.440
C -5.479 5.135 -0.362
C 7.275 -0.621 0.671
C 8.020 1.826 -4.051
C 3.668 -0.364 2.956
C -0.895 1.135 -3.183
C 2.104 -3.685 5.144
C 3.352 3.603 -1.299
C 9.625 5.176 5.978
H 9.809 2.506 -1.699
H -1.338 8.604 -0.994
H 8.227 2.131 1.101
H -5.157 4.686 0.571
H -8.541 -4.654 0.219
H -7.196 -1.919 -0.015
H -0.245 -5.371 -2.252
H 8.276 -1.056 0.623
H 6.820 3.170 1.341
H 7.995 2.793 -3.561
H -7.835 2.635 -8.152
H 2.567 -4.661 4.994
H -0.958 -5.099 4.251
H -1.741 1.035 -3.856
H -0.719 3.966 0.499
H -3.608 2.346 -7.290
H -4.236 -8.569 9.288
H -5.169 6.751 2.182
H 0.894 -5.330 -0.851
H -6.155 -4.436 -1.324
H -2.225 9.594 0.200
H 6.571 -1.255 0.131
H 6.968 -0.566 1.714
H 8.612 4.900 6.276
H -1.576 -4.890 -0.168
H 10.299 4.331 6.131
H 3.037 4.606 -1.572
H 2.943 -0.217 2.155
H -5.317 2.719 -7.002
H -4.543 -0.370 -3.522
H -6.521 -2.157 -1.697
H 0.473 4.810 -0.503
H 8.961 1.743 -4.601
H -5.825 -2.496 -7.864
H 10.570 1.174 -2.618
H -4.257 -1.685 -7.586
H -1.221 0.898 -2.173
H 10.759 2.206 2.143
H -6.296 7.628 1.104
H -2.863 -4.421 9.207
H 3.519 0.405 3.711
H -5.377 4.406 -1.168
H -9.790 -3.375 -2.476
H 0.707 -3.898 -1.961
H -3.766 -0.302 -0.371
H -4.945 -2.743 -6.344
H -4.356 -2.942 -0.191
H -10.043 -4.825 -3.183
H 12.184 3.103 2.690
H 4.262 3.350 -1.845
H 2.789 -3.027 5.683
H -8.647 1.878 -9.538
H 7.198 1.761 -4.764
H 1.202 -3.813 5.739
H 8.358 3.860 0.793
H 11.014 3.899 1.622
H -0.549 -1.758 -1.960
H -5.176 -1.832 0.943
H 4.476 -3.041 -0.319
H 11.027 1.467 -0.935
H -2.905 -3.704 -1.587
H 3.322 -1.770 0.135
H -4.670 2.665 -8.669
H -0.115 0.438 -3.494
H -1.783 -1.430 -0.759
H -3.486 -9.850 8.323
H -1.547 -3.772 -2.742
H -2.219 -6.344 4.237
H -7.172 2.829 -9.777
H 4.683 -0.272 2.564
H 0.999 3.594 0.698
H 9.958 6.005 6.598
H -5.393 -0.192 -1.045
H -2.467 -4.820 5.136
H -6.316 -4.347 0.422
H -3.898 -5.851 9.327
H -8.432 -6.142 -3.152
H -2.477 -8.732 9.264
H -2.130 -5.996 9.560
H -0.656 -3.397 0.087
H 3.584 3.605 -0.232
H 5.055 -1.500 0.334
H -6.535 5.402 -0.271
H -0.572 9.052 0.538
H -5.469 8.483 2.413
*
```

Entry 3:
# C30H85N7O9

A cluster of 9 separate species, C30H85N7O9 in total in a non-equilibrium geometry (ωB97M-V with the def2-TZVPD basis set, OMol25).

As for the SMILES: COC[C@H](C)N.COC[C@H](C)N.COC[C@H](C)N.COC[C@H](C)N.COC[C@H](C)N.COC[C@H](C)N.COC[C@H](C)N.CO.CO. Its HOMO-LUMO gap is 9.23 eV. The LUMO energy comes out at 0.4 eV. As for the energy above the lowest of the compared OMol25 structures with the same formula, charge and spin: 208.91 kJ/mol.

ORCA input file:
```
! RIJCOSX wB97M-V def2-TZVPD def2/J DEFGRID3
* xyz 0 1
O 3.320 -1.262 -1.016
O -7.102 2.435 -2.030
O 1.088 -0.613 6.924
O -0.784 -0.028 -1.443
O 0.114 -3.836 1.195
O -1.701 1.926 -3.357
O -0.612 -1.422 -5.986
O 1.987 3.100 3.437
O 0.019 5.026 -0.306
N 0.978 3.675 -3.588
N -3.252 -3.964 -6.690
N 0.798 -7.415 1.350
N 4.419 -0.315 2.373
N 2.723 3.692 6.133
N -3.752 3.764 -2.470
N 2.647 -2.265 3.981
C -0.230 4.570 -1.618
C 1.118 4.145 -2.232
C 1.368 -1.800 6.100
C 1.174 -6.022 1.361
C 0.575 -1.093 3.697
C 1.108 2.728 2.322
C 3.280 2.505 5.449
C -0.903 -4.013 -7.487
C -1.197 5.202 0.387
C -0.248 0.777 -0.376
C 4.991 -2.338 1.147
C 2.249 2.044 4.386
C 4.506 -0.907 1.001
C 2.208 5.180 -2.257
C -4.776 2.777 -2.131
C 2.369 -5.676 0.426
C -6.170 3.444 -2.185
C -0.389 -1.526 -4.551
C -8.389 2.954 -2.330
C 0.722 -1.076 8.224
C -1.880 -3.452 -6.529
C 2.094 -1.807 -1.604
C 3.519 1.459 6.470
C -1.863 -1.922 -6.485
C -0.962 -3.148 0.562
C 3.136 -0.897 0.333
C -2.180 1.468 -4.660
C -0.082 -5.249 1.056
C -4.468 2.207 -0.705
C 1.743 -1.352 4.689
H -2.039 5.518 -0.228
H 5.044 -2.698 0.120
H -1.020 -3.754 -8.539
H 2.230 -6.079 -0.578
H -0.953 3.755 -1.641
H -3.249 -4.971 -6.616
H 1.550 -5.767 2.351
H -0.744 -2.082 0.492
H 1.333 1.714 4.875
H 1.434 3.319 -1.595
H 2.280 -2.152 -2.621
H 0.169 -2.437 -4.334
H 1.778 3.433 6.380
H -3.815 -3.644 -5.915
H 2.487 -1.589 0.871
H -3.552 1.615 -0.700
H -4.477 3.018 0.023
H -2.096 -1.663 -7.518
H -0.250 -1.569 8.192
H -6.286 4.214 -1.423
H -1.325 1.246 -5.298
H 0.228 -0.064 3.787
H -3.876 4.518 -1.811
H -5.269 1.560 -0.349
H -6.337 4.042 -3.080
H -0.771 0.460 -2.269
H 1.735 6.029 -2.751
H 5.325 -0.472 0.428
H -8.469 3.561 -3.232
H -2.330 2.619 -3.143
H 4.212 2.826 4.984
H 1.801 -2.768 -1.183
H 1.324 3.410 1.500
H 0.500 -0.188 8.816
H 0.497 -2.455 6.123
H -9.029 2.118 -2.613
H 3.088 -1.677 3.288
H 4.257 1.760 7.214
H -0.955 -5.096 -7.371
H 3.362 -5.993 0.745
H 2.402 -4.597 0.271
H 3.149 5.038 -2.788
H -1.911 -3.349 1.058
H -8.942 3.519 -1.580
H 2.684 0.092 0.417
H 1.359 -1.790 8.747
H 1.227 -1.146 -1.636
H 1.973 -2.811 3.464
H 2.279 -0.424 4.888
H 5.317 -0.272 2.833
H 2.728 1.265 3.793
H -4.790 1.891 -2.765
H 0.735 1.223 -0.529
H -2.643 -1.543 -5.825
H 0.114 3.152 -3.594
H 1.295 1.712 1.976
H 4.312 -2.910 1.780
H -1.579 -3.870 -5.568
H 2.380 5.508 -1.232
H 0.241 -7.604 0.529
H 2.524 4.311 5.359
H -0.945 -5.451 1.690
H -0.285 -5.487 0.011
H -1.103 5.963 1.162
H 0.731 -1.211 2.624
H -0.288 0.357 0.629
H -2.826 0.594 -4.583
H 4.165 0.660 2.313
H -1.435 4.237 0.833
H -4.024 4.208 -3.336
H 1.678 2.951 -3.661
H -1.237 -1.465 -3.870
H -1.124 -3.494 -0.459
H -0.252 -1.777 3.886
H 2.211 -2.245 6.627
H 0.048 2.820 2.561
H 0.128 -3.733 -7.272
H -0.628 5.381 -2.228
H -0.865 1.654 -0.180
H 0.267 -0.704 -4.262
H 5.989 -2.428 1.577
H 0.178 -7.691 2.099
H -2.731 2.266 -5.159
H 2.560 1.404 6.985
H 3.833 0.497 6.064
*
```